(1)
This record from the Open Molecules 2025 dataset describes an isolated ion of composition C2H7N2S2 and charge +1 at a distorted geometry. The level of theory is wB97M-V/def2-TZVPD.

The geometry in XYZ format:
```
13
Properties=species:S:1:pos:R:3:nbo_charge:R:1
S -1.6153 -0.4542 -1.8384 0.173
S -0.7409 2.2835 -0.6934 0.178
N 1.1586 -1.2424 -0.9305 -0.807
N 0.3111 0.0083 1.0935 -0.754
C 0.6660 0.0506 -0.4673 0.066
C -0.6595 0.5796 -0.9684 -0.421
H -1.9891 2.5476 -1.0755 0.182
H 0.0582 -1.6766 -0.9892 0.380
H 0.2047 0.7857 1.7935 0.463
H -0.6270 -0.3166 0.9705 0.437
H 0.9259 -0.6005 1.7395 0.468
H 1.5776 -1.0859 -1.8745 0.417
H 1.3609 0.8066 -0.3569 0.219
```

Calculated values
Structure (SMILES): N[C@H]([NH3+])C(=S)S
LUMO level in eV: -5.2
Total charge: +1

(2)
This record from the Open Molecules 2025 dataset describes an isolated ion of composition C2H7N2S3 and charge +1 at a distorted geometry. The level of theory is wB97M-V/def2-TZVPD.

The geometry in XYZ format:
```
14
Properties=species:S:1:pos:R:3:nbo_charge:R:1
S 2.5084 -0.1655 -1.0967 0.018
S -2.7276 -0.5464 -0.7376 0.252
S -0.6311 1.5119 -0.3082 0.587
N 0.1564 -0.9990 0.3439 -0.736
N 0.6583 1.1957 0.7336 -0.768
C 1.2816 -0.0939 0.3857 -0.006
C -1.5726 0.1749 0.2356 -0.429
H -1.5211 0.0086 1.3649 0.281
H -0.0221 -1.4406 1.2719 0.426
H 1.9534 -0.1873 1.1631 0.227
H 1.2239 2.0379 0.7305 0.426
H -2.8685 0.3187 -1.7603 0.172
H 0.1485 -1.6447 -0.4979 0.440
H 1.4124 -0.1704 -1.8285 0.109
```

Calculated values
LUMO level in eV: -4.8
Total charge: +1

(3)
This record from the Open Molecules 2025 dataset describes a 2-piece molecular cluster, C2H7N3 overall at a distorted geometry. The level of theory is wB97M-V/def2-TZVPD.

The geometry in XYZ format:
```
12
Properties=species:S:1:pos:R:3:nbo_charge:R:1
N 1.1704 -0.8834 1.0799 -0.688
N -0.8712 -1.0409 0.0087 -0.608
N -1.0485 1.3338 0.2064 -0.824
C 0.6120 0.2618 -1.1738 -0.288
C -0.5168 0.1822 -0.3606 0.314
H 1.7496 -1.2743 1.8466 0.293
H 1.1104 1.2004 -1.3714 0.188
H -0.8917 2.1998 -0.2831 0.381
H -1.5473 -1.0177 0.7725 0.332
H -1.9697 1.2583 0.6054 0.382
H 1.2508 -1.5964 0.3543 0.314
H 0.9520 -0.6235 -1.6850 0.205
```

Calculated values
LUMO level (spin up / spin down) in eV: -0.4 / 0.0
Total charge: 0

(4)
This record from the Open Molecules 2025 dataset describes an isolated molecule of C2H7N3 at a distorted geometry. The level of theory is wB97M-V/def2-TZVPD.

The geometry in XYZ format:
```
12
Properties=species:S:1:pos:R:3:nbo_charge:R:1
N -0.4064 0.1221 1.1342 -0.495
N 0.3382 1.1086 -0.8570 -0.458
N 1.0113 0.8654 -2.0116 -0.654
C -0.8823 -1.1489 1.7761 -0.426
C -0.2374 0.0575 -0.1386 0.261
H 0.7700 1.7246 -0.1948 0.356
H 2.0188 0.9259 -1.9488 0.344
H -0.5465 -0.6592 -0.8965 0.152
H -1.1164 -1.9061 1.0357 0.174
H 0.7164 1.4641 -2.7319 0.349
H 0.0565 -1.5173 2.3618 0.196
H -1.7222 -1.0366 2.4713 0.200
```

Calculated values
Structure (SMILES): C/N=C/NN
LUMO level in eV: 1.2
Total charge: 0

(5)
This record from the Open Molecules 2025 dataset describes a 2-piece molecular cluster, C2H7N3 overall at a distorted geometry. The level of theory is wB97M-V/def2-TZVPD.

The geometry in XYZ format:
```
12
Properties=species:S:1:pos:R:3:nbo_charge:R:1
N 2.2400 0.0466 -4.1126 -0.734
N -0.3804 1.1914 2.7515 -0.707
N -2.0839 -0.4759 2.7325 -0.815
C -1.4790 0.6481 3.2155 0.282
C 1.9512 -1.1019 -4.5211 0.034
H 2.5016 -1.6543 -5.2280 0.155
H 0.0962 0.3960 2.2865 0.311
H 1.1317 -1.4502 -3.9047 0.135
H -2.8206 -0.8964 3.2871 0.386
H -2.0591 1.1279 3.9954 0.159
H 1.5878 0.9024 -4.2425 0.411
H -1.7008 -1.0372 2.0403 0.384
```

Calculated values
Structure (SMILES): [H]/N=C\N.C=N
LUMO level in eV: 0.7
Total charge: 0

(6)
This record from the Open Molecules 2025 dataset describes an isolated molecule of C2H7N3 at a distorted geometry. The level of theory is wB97M-V/def2-TZVPD.

The geometry in XYZ format:
```
12
Properties=species:S:1:pos:R:3:nbo_charge:R:1
N -0.6418 1.7721 0.3862 -0.814
N 1.4425 0.5916 0.3316 -0.732
N -0.4986 -0.5093 0.0660 -0.683
C -0.0039 -1.4784 -0.8270 -0.409
C 0.1991 0.7242 0.3258 0.563
H -1.5609 1.3287 0.4302 0.399
H -0.4858 2.4930 1.1098 0.389
H 0.2465 -1.0594 -1.8161 0.208
H -0.6320 -0.8707 1.0956 0.370
H -0.8929 -2.1744 -1.0619 0.190
H 1.9782 1.3478 0.5554 0.333
H 0.8496 -2.1653 -0.5958 0.186
```

Calculated values
Structure (SMILES): [H]/N=C(\N)NC
LUMO level in eV: 0.9
Total charge: 0

(7)
This record from the Open Molecules 2025 dataset describes a 2-piece molecular cluster, C2H7N3 overall at a distorted geometry. The level of theory is wB97M-V/def2-TZVPD.

The geometry in XYZ format:
```
12
Properties=species:S:1:pos:R:3:nbo_charge:R:1
N 2.1187 1.7063 1.2236 -0.843
N -2.9960 -0.6667 -0.5412 -0.577
N 2.9991 -0.0831 -0.0303 -0.700
C 2.0191 0.5329 0.4911 0.287
C -3.3645 -1.5156 -1.4150 -0.051
H 3.8297 0.5033 0.0531 0.323
H 2.9778 1.8995 1.7046 0.378
H 1.3616 2.2808 1.5313 0.391
H 0.9638 0.3787 0.2555 0.163
H -3.5454 -2.5541 -1.1540 0.143
H -3.1734 -1.1175 0.3582 0.325
H -3.1906 -1.3644 -2.4768 0.161
```

Calculated values
Structure (SMILES): [H]/N=C\N.C=N
LUMO level in eV: 1.0
Total charge: 0

(8)
This record from the Open Molecules 2025 dataset describes an isolated molecule of C2H7N3 at a distorted geometry. The level of theory is wB97M-V/def2-TZVPD.

The geometry in XYZ format:
```
12
Properties=species:S:1:pos:R:3:nbo_charge:R:1
N -0.1698 -1.0147 1.1823 -0.727
N -0.3611 0.8185 -0.3196 -0.470
N -1.3379 1.4794 0.4275 -0.645
C 1.2452 -0.9464 -0.7704 -0.665
C 0.1695 -0.3792 0.1281 0.427
H -0.1223 1.1638 -1.2319 0.388
H 1.0170 -1.9725 -1.0434 0.239
H 2.2111 -0.9277 -0.2532 0.238
H -0.9184 -0.5112 1.6735 0.320
H -2.1460 0.8689 0.5815 0.346
H -0.9567 1.7685 1.3142 0.351
H 1.3695 -0.3474 -1.6888 0.200
```

Calculated values
Structure (SMILES): [H]/N=C(/C)NN
LUMO level in eV: 1.0
Total charge: 0

Energy relative to the best compared isomer or geometry (same formula, charge and spin) / kJ/mol: 256.6, 130.6, 411.4, 180.5, 337.7, 108.8, 161.1, 94.9